[1]
{"formula": "Cl2H4Si3", "method": "ωB97M-V/def2-TZVPD", "elements": ["Si", "Si", "Cl", "Si", "Cl", "H", "H", "H", "H"], "positions_angstrom": [[1.57, -0.44, 1.17], [-0.83, -0.53, 1.19], [-1.04, 1.07, 2.54], [-2.06, -0.11, -0.76], [-0.85, -1.27, -1.86], [2.36, -1.65, 1.22], [2.49, 0.45, 1.80], [-2.28, 1.26, -1.12], [-3.46, -0.59, -1.08]], "nbo_charge": [0.517, 0.242, -0.425, 0.676, -0.366, -0.181, -0.175, -0.155, -0.134], "homo_lumo_gap_ha": [0.241, 0.225], "homo_energy_ev": [-7.92, -7.80], "lumo_ev": [-1.38, -1.67], "smiles": "[SiH2]=[Si](Cl)[SiH2]Cl"}

***

[2]
{"formula": "Cl2H4Si3", "method": "ωB97M-V/def2-TZVPD", "elements": ["Si", "Si", "Si", "Cl", "Cl", "H", "H", "H", "H"], "positions_angstrom": [[-0.28, 0.71, 0.57], [0.82, -1.34, -1.31], [-1.35, 2.61, 1.59], [2.23, -1.97, 0.14], [-3.24, 2.75, 0.83], [1.12, 1.10, 0.79], [-0.53, -0.58, 1.36], [1.27, -0.73, -2.50], [-0.04, -2.55, -1.46]], "nbo_charge": [-0.096, 0.797, 0.712, -0.395, -0.432, -0.149, -0.106, -0.175, -0.154], "homo_lumo_gap_ha": 0.236, "homo_energy_ev": -8.03, "lumo_ev": -1.61}

***

[3]
{"formula": "Cl2HNS", "method": "ωB97M-V/def2-TZVPD", "elements": ["N", "S", "Cl", "Cl", "H"], "positions_angstrom": [[1.06, 0.14, 0.10], [-2.01, -0.05, 0.39], [1.52, 1.74, -0.02], [1.16, -0.62, -1.39], [-1.72, -1.21, 0.91]], "nbo_charge": [-0.383, -0.089, 0.190, 0.195, 0.087], "homo_lumo_gap_ha": [0.268, 0.309], "homo_energy_ev": [-9.58, -10.02], "lumo_ev": [-2.28, -1.62]}

***

[4]
{"formula": "Cl2HO2P", "method": "ωB97M-V/def2-TZVPD", "elements": ["Cl", "O", "P", "O", "Cl", "H"], "positions_angstrom": [[2.03, 1.53, 1.16], [1.34, 0.03, 0.53], [-0.16, 0.28, -0.82], [-1.26, -0.78, -0.09], [-1.17, -2.39, -0.61], [-0.77, 1.35, -0.17]], "nbo_charge": [0.179, -0.756, 1.163, -0.776, 0.267, -0.076], "homo_lumo_gap_ha": 0.342, "homo_energy_ev": -10.14, "lumo_ev": -0.83, "smiles": "ClOPOCl"}